1.
The following is a DFT calculation (ωB97M-V/def2-TZVPD) of a 11-piece molecular cluster, C23H38BN10O3P overall at a distorted geometry.

E_HOMO = -8.117 eV
SMILES = O=COCCB[PH2]=O.CC#N.CC#N.CC#N.CC#N.CC#N.CC#N.CC#N.CC#N.CC#N.CC#N
lowest unoccupied orbital energy = 0.014 Eh

```
76
C23H38BN10O3P (ωB97M-V/def2-TZVPD)
H -2.825 5.444 6.568
H 2.470 -4.449 5.733
H -0.146 -3.675 -7.254
C 1.746 -3.433 4.009
C -0.829 0.802 0.923
H 7.599 0.113 -3.604
C 0.101 0.571 -3.578
C 2.605 3.846 3.558
H 1.422 -5.425 4.682
H -6.344 3.240 0.539
B 1.288 -3.117 -1.381
N 5.298 0.535 -5.792
H -5.508 4.789 0.787
H -3.718 -7.260 -4.102
N -0.626 -0.256 0.467
H -6.713 3.919 5.857
H 0.710 -2.716 1.346
H 2.491 -0.396 -2.287
H -0.042 -2.261 -2.960
H -0.994 -2.325 -6.470
C 1.796 -0.997 -2.974
H 2.478 -1.741 -3.540
H -4.432 -5.999 -3.074
N 4.866 -2.796 -3.588
N -3.291 -4.495 -5.663
N -5.518 5.964 8.029
C -1.131 5.405 7.859
H 5.168 -1.525 -6.526
O -0.088 1.182 -2.522
P 1.831 -3.004 0.490
H 0.085 -1.175 -1.459
H -4.667 3.444 -0.013
C -5.604 5.059 7.272
C -0.870 -3.409 -6.482
H 7.805 1.767 -4.221
H 2.801 2.905 4.073
H 3.055 4.663 4.124
H -2.674 -6.262 -3.066
H -0.624 2.920 0.883
H 6.571 1.425 -2.990
N -0.120 4.932 8.211
C 7.078 1.033 -3.872
H 1.401 -4.193 -1.864
C -4.889 3.226 2.093
H 4.628 -3.199 -6.771
C -5.384 3.706 0.766
H -4.967 4.001 5.537
H -2.161 2.340 1.555
H -1.834 -3.878 -6.712
C -1.088 2.154 1.505
H -0.671 2.212 2.508
H 3.054 3.810 2.565
H -2.256 7.041 7.094
C 1.578 -4.433 5.106
N -0.008 -4.250 -4.104
O 2.486 -4.335 0.980
H 2.770 -1.897 0.523
C -0.387 -3.880 -5.150
C -3.416 -5.272 -4.797
C -2.423 6.010 7.408
C -5.725 3.915 6.318
C 4.470 -2.289 -6.190
C 0.681 -1.822 -2.191
O 1.288 -0.066 -3.975
N 1.877 -2.652 3.150
H -5.583 2.973 6.848
C 4.685 -2.569 -4.738
N -0.024 4.233 3.348
C 6.080 0.755 -4.949
C 1.131 4.063 3.440
H -3.146 5.999 8.223
H 0.716 -4.168 5.720
N -4.509 2.850 3.144
H -0.756 0.570 -4.341
H 3.450 -1.936 -6.352
C -3.570 -6.262 -3.689
```

2.
The following is a DFT calculation (ωB97M-V/def2-TZVPD) of a 2-piece molecular cluster, C23H38Cl4F2O4SSi overall at a distorted geometry.

E_HOMO = -9.446 eV
lowest unoccupied orbital energy = 0.008 Eh

```
73
C23H38Cl4F2O4SSi (ωB97M-V/def2-TZVPD)
H 1.431 1.375 1.936
C -4.464 2.676 -0.357
H 2.454 2.113 -2.061
C 4.525 -2.332 1.153
C 3.511 1.885 2.346
H 2.488 -0.595 1.180
Cl -0.170 -3.214 -3.713
C 4.123 1.770 0.932
C -4.711 -0.622 -1.182
H 5.497 -2.700 0.834
O 0.349 0.598 -3.353
H 3.070 -2.022 -2.808
Cl -0.383 -4.157 -0.992
H -5.115 2.717 2.707
H 3.319 -2.060 3.437
C 3.627 -1.121 2.964
C 3.971 0.640 -1.834
C -0.785 1.312 -0.357
C -1.271 -3.867 -2.491
H 5.095 2.259 0.990
C -5.620 -2.624 0.506
H 1.962 -1.322 -3.945
H 4.054 2.778 -2.081
F -0.371 2.458 0.240
H 4.042 -1.898 0.271
O 4.750 -1.342 2.134
H -4.361 0.155 -1.850
H 3.964 -0.455 3.756
H -1.934 -0.431 0.160
H 3.698 -0.054 -1.042
C -5.093 -1.843 -1.711
H 4.268 1.611 3.080
C -4.765 -0.380 0.192
H -2.549 0.541 2.474
H -4.024 3.583 0.050
H 5.056 0.712 -1.889
O 0.382 0.722 -0.846
H 3.361 3.500 -0.008
S 0.175 -0.242 -2.196
H 1.926 1.110 3.590
H -2.151 2.129 1.864
H -6.374 1.711 1.998
C -2.489 1.138 1.562
H -5.061 -2.028 -2.774
H -5.872 -3.786 -1.274
H 1.511 -0.971 2.582
H -5.539 2.801 -0.496
Cl -2.587 -2.721 -2.182
C -5.228 -1.398 1.028
H 3.230 2.930 2.495
C -1.474 0.430 0.648
H -5.981 -3.394 1.173
Si -4.247 1.287 0.882
Cl -1.953 -5.386 -3.080
H 3.058 0.838 -3.778
O 1.533 -1.055 -1.927
H 4.270 0.708 0.760
H -0.682 0.034 1.283
F -1.604 1.689 -1.370
C 3.425 2.052 -1.565
H 2.152 2.275 0.160
C 2.490 -1.125 -3.013
H 3.891 -3.140 1.523
C -5.565 -2.834 -0.861
H -5.233 0.995 3.163
C 3.462 0.033 -3.169
C 2.262 1.033 2.552
C -5.343 1.712 2.353
H 4.334 -0.380 -3.678
H -4.059 2.449 -1.340
C 2.428 -0.471 2.263
H -5.280 -1.209 2.093
C 3.195 2.422 -0.087
```

3.
The following is a DFT calculation (ωB97M-V/def2-TZVPD) of an isolated ion of composition C23H38I2N3O4 and charge +1 at a distorted geometry.

E_HOMO = -10.285 eV
charge = +1
SMILES = C=CC(=O)OCCCCCC[C@@H]1NC(NCCCCOC)=[N+](/C(I)=C(/C)I)[C@@H]1C[C@H]1CO1
lowest unoccupied orbital energy = -0.115 Eh

```
70
C23H38I2N3O4 (ωB97M-V/def2-TZVPD)
H -4.666 -4.884 -2.479
H -3.068 2.638 4.665
H -2.075 -1.692 -2.213
C -6.457 -3.881 -1.974
C 1.522 1.764 -0.151
C -1.775 4.912 3.175
C -0.017 4.793 1.265
C -2.561 -2.507 -2.784
I 1.417 1.098 4.057
C -2.117 2.752 4.100
H 0.641 3.367 -0.991
H -1.863 5.144 4.257
C 0.140 -1.254 -3.814
H 0.646 -0.492 -4.446
C 1.627 -0.470 0.191
H 0.631 2.844 1.969
C -1.644 -3.164 -3.846
H -1.044 -3.959 -3.356
H -0.540 -0.668 -3.157
N 1.822 0.842 0.894
H 0.077 6.100 3.011
C 4.498 1.169 3.639
H -1.321 3.084 4.795
C -0.289 5.083 2.788
H -0.936 2.825 1.048
H 5.312 1.689 3.115
H -6.650 -3.153 -1.164
H 0.658 -2.476 -2.077
H 1.939 1.814 -2.152
H 3.397 -1.630 0.934
H -2.317 -3.676 -4.567
C 1.175 -2.019 -2.953
H 0.663 -1.546 2.411
H -0.155 -2.659 -5.439
H 0.303 4.377 3.412
H 1.633 -2.852 -3.518
C -0.782 -2.174 -4.670
C 2.314 -1.726 0.757
H -7.284 -4.582 -2.180
C 2.294 -1.112 -2.353
C 0.088 3.243 1.102
H 2.963 -3.848 2.657
H 1.309 -3.705 3.625
H 4.272 1.774 4.542
N 0.783 2.816 -0.149
C 1.668 -1.978 2.206
N 2.163 1.289 -1.307
H -1.843 1.724 3.780
H 3.049 -1.725 -1.829
H 2.841 -0.539 -3.129
C -5.267 -3.968 -2.632
H 0.546 -0.666 0.375
C 1.660 -0.134 -1.341
H -0.906 5.131 0.698
O -2.286 3.595 2.972
H 4.792 0.171 4.018
H -2.448 5.610 2.643
O -5.147 -2.964 -4.698
O 2.594 -2.092 3.273
H -1.487 -1.500 -5.202
O -3.775 -1.967 -3.311
C 3.117 0.969 1.520
C 1.966 -3.413 2.794
H -2.789 -3.293 -2.025
H 0.905 5.286 0.908
C -4.711 -2.937 -3.618
C 3.198 1.079 2.845
H 2.047 -2.649 0.222
H 0.583 0.040 -1.556
I 4.969 0.934 0.416
```

4.
The following is a DFT calculation (ωB97M-V/def2-TZVPD) of C23H38N2O6PtSSeSi2 as an isolated structure at a distorted geometry.

E_HOMO (alpha / beta) = -7.967 / -7.839 eV
lowest unoccupied orbital energy (alpha / beta) = -0.077 / -0.093 Eh

```
74
C23H38N2O6PtSSeSi2 (ωB97M-V/def2-TZVPD)
H -3.108 2.232 1.506
H -2.868 -3.193 1.958
C -5.538 0.420 -0.506
N -6.724 0.031 -1.046
C -0.526 -2.299 3.651
H -1.580 2.268 4.365
C -2.624 -2.241 1.494
H -0.640 -3.370 3.790
H -7.904 1.062 0.289
H -3.291 -1.498 1.917
C 5.936 0.174 0.063
C -4.302 -0.009 -2.718
C 4.350 -1.049 -3.711
H 4.192 0.811 1.890
H 6.935 -0.717 -3.019
Si -0.786 -1.821 1.811
H -1.050 -0.919 -2.943
H 1.194 3.018 1.203
C -3.132 -0.002 -0.636
H 8.725 -1.057 -0.949
C 6.809 -0.128 -0.971
H -8.791 0.115 -0.954
N -1.986 -0.386 -1.191
H 3.652 -0.284 -4.050
S 1.225 2.048 -2.400
H -1.260 -1.808 4.281
H -0.062 -3.952 0.642
O -5.467 0.934 0.595
H -0.551 0.856 4.488
H 8.541 0.249 0.229
O 1.281 3.337 -3.017
H 3.091 -0.476 1.358
O -8.118 -0.971 0.584
H -6.729 -0.577 -1.848
C -1.983 -0.582 -2.514
H 0.985 -0.162 1.794
H 1.327 -2.941 0.994
C 6.268 -0.508 -2.196
H 6.338 0.500 1.012
C 0.793 2.833 2.195
O 2.072 1.066 -3.124
H 3.800 -1.987 -3.619
H -7.470 -0.915 1.299
C 3.645 0.409 1.040
H 5.137 -1.169 -4.450
C -4.324 0.146 -1.330
C -1.319 1.330 3.888
H 8.748 0.619 -1.490
O 1.679 2.085 -0.968
O -0.170 1.501 -2.374
C 4.563 0.054 -0.082
C -0.058 -0.101 1.472
C -7.942 0.118 -0.268
H 0.514 3.792 2.621
H -2.070 2.423 0.100
H -5.182 0.166 -3.320
H 0.274 -2.529 -0.340
Si -0.702 1.643 2.092
C -3.100 -0.371 -3.307
C 4.042 -0.391 -1.304
H -3.028 -0.507 -4.374
H 2.933 1.158 0.692
C 8.293 -0.070 -0.780
H 1.593 2.426 2.805
H -2.058 3.623 1.370
C 0.291 -2.927 0.673
C -2.126 2.556 1.180
Pt -0.041 0.739 -0.416
Se 2.187 -0.689 -1.533
H -3.123 0.162 0.430
H -2.842 -2.321 0.437
H -2.195 0.693 3.908
H 0.457 -2.024 4.020
C 4.905 -0.645 -2.385
```

| no. | calculated total energy (Eh) |
| --- | --- |
| 1 | -2038.469647 |
| 2 | -3928.314761 |
| 3 | -1959.298849 |
| 4 | -4958.065217 |